Formula: C6H9NO
Source: OMol25
Level of theory: ωB97M-V/def2-TZVPD

```
! RIJCOSX wB97M-V def2-TZVPD def2/J DEFGRID3
* xyz 0 1
C 0.776 0.052 -0.951
C -0.130 -1.136 -1.220
C -0.470 -1.700 -0.019
C -0.066 -0.784 1.035
C -0.593 0.336 2.029
C -0.075 0.446 0.106
H 0.623 2.050 -1.957
H 1.909 -0.139 -0.767
H -0.116 -1.638 -2.046
H -0.943 -2.798 -0.302
H 0.914 -1.231 1.515
H -1.820 0.258 2.142
H 0.245 0.281 2.958
H 0.810 1.847 1.572
H -1.193 0.530 -0.139
N -0.193 1.367 1.154
O 0.534 0.998 -2.118
*
```

Orbital gap in eV: 9.691
Relative energy (zero: lowest compared OMol25 entry of this formula, charge and spin) in eV: 7.846
HOMO in eV: -8.819

Results of the natural (NBO) charge analysis, in e, for atoms 1 through 4:
1 C 0.05
2 C -0.17
3 C -0.17
4 C -0.31


Formula: C5H10N2O
Source: OMol25
Level of theory: ωB97M-V/def2-TZVPD

```
! RIJCOSX wB97M-V def2-TZVPD def2/J DEFGRID3
* xyz 0 1
C 3.083 -0.882 0.006
C 1.594 -0.575 0.004
O 1.450 0.854 -0.007
C 0.290 1.498 0.005
N -0.952 1.095 -0.018
N -1.205 -0.335 -0.004
C -2.405 -0.628 -0.720
C -2.421 -0.610 0.727
H 3.662 -0.399 0.832
H 3.343 -1.971 0.004
H 3.546 -0.468 -0.900
H 1.151 -0.966 0.939
H 1.080 -0.968 -0.874
H 0.512 2.560 0.025
H -2.944 0.183 -1.205
H -2.420 -1.562 -1.262
H -2.927 0.180 1.276
H -2.365 -1.563 1.241
*
```

Orbital gap in eV: 9.772
SMILES: CCO/C=N\N1CC1
Relative energy (zero: lowest compared OMol25 entry of this formula, charge and spin) in eV: 3.359
HOMO in eV: -8.742

Results of the natural (NBO) charge analysis, in e, for atoms 1 through 4:
1 C -0.64
2 C -0.07
3 O -0.51
4 C 0.41


Please write out number 1 again, unchanged.
Formula: C6H9NO
Source: OMol25
Level of theory: ωB97M-V/def2-TZVPD

```
! RIJCOSX wB97M-V def2-TZVPD def2/J DEFGRID3
* xyz 0 1
C 0.776 0.052 -0.951
C -0.130 -1.136 -1.220
C -0.470 -1.700 -0.019
C -0.066 -0.784 1.035
C -0.593 0.336 2.029
C -0.075 0.446 0.106
H 0.623 2.050 -1.957
H 1.909 -0.139 -0.767
H -0.116 -1.638 -2.046
H -0.943 -2.798 -0.302
H 0.914 -1.231 1.515
H -1.820 0.258 2.142
H 0.245 0.281 2.958
H 0.810 1.847 1.572
H -1.193 0.530 -0.139
N -0.193 1.367 1.154
O 0.534 0.998 -2.118
*
```

Orbital gap in eV: 9.691
Relative energy (zero: lowest compared OMol25 entry of this formula, charge and spin) in eV: 7.846
HOMO in eV: -8.819

Results of the natural (NBO) charge analysis, in e, for atoms 1 through 4:
1 C 0.05
2 C -0.17
3 C -0.17
4 C -0.31